Entry from the Open Molecules 2025 dataset: one molecule with the formula C20H32ClN3O2S (wB97M-V/def2-TZVPD).

Geometry (Å):
C: 8.06504 2.55288 -0.38233
C: 7.15248 1.33357 -0.40246
C: 5.67539 1.70541 -0.40930
C: 4.75246 0.49357 -0.41022
C: 3.27387 0.86725 -0.45827
C: 2.38029 -0.26313 0.02106
N: 0.97988 0.11555 -0.06334
C: -0.01060 -0.79834 0.06549
O: 0.19732 -1.99407 0.12878
C: -1.41693 -0.18742 0.17182
C: -1.71715 -0.06463 1.65600
C: -1.86269 -1.21435 2.42093
C: -2.11389 -1.13506 3.78587
C: -2.26931 -2.38869 4.60306
C: -2.21469 0.11922 4.38129
C: -2.06571 1.25905 3.61153
Cl: -2.19772 2.82135 4.36560
C: -1.81865 1.18482 2.25152
N: -2.41131 -0.99883 -0.50677
C: -3.74044 -0.41877 -0.31632
C: -4.84613 -1.03488 -1.17474
C: -5.13086 -0.27287 -2.46588
S: -3.92177 -0.42470 -3.75766
N: -4.11573 -1.85938 -4.22272
O: -4.03537 0.71097 -4.65352
C: -2.34636 -0.21358 -2.91911
C: -2.06719 -1.31405 -1.88838
H: 9.11717 2.26695 -0.37798
H: 7.89422 3.18291 -1.25762
H: 7.88166 3.16329 0.50426
H: 7.37288 0.72170 -1.28240
H: 7.35941 0.70271 0.46752
H: 5.45297 2.32439 0.46676
H: 5.46376 2.32932 -1.28527
H: 4.99526 -0.16072 -1.25277
H: 4.94493 -0.09243 0.49533
H: 3.10701 1.74362 0.17962
H: 2.98939 1.15878 -1.47327
H: 2.52157 -1.15923 -0.58459
H: 2.63625 -0.53450 1.05025
H: 0.74582 1.09270 -0.00191
H: -1.38109 0.83693 -0.24573
H: -1.77124 -2.17721 1.93206
H: -2.42686 -2.15981 5.65594
H: -3.11843 -2.97693 4.25205
H: -1.38152 -3.01663 4.51863
H: -2.40874 0.21122 5.44189
H: -1.71955 2.09219 1.66896
H: -3.99682 -0.53640 0.73629
H: -3.72547 0.67236 -0.50017
H: -4.64898 -2.08645 -1.38444
H: -5.77020 -1.00611 -0.59487
H: -6.04379 -0.62225 -2.94858
H: -5.22106 0.79907 -2.28211
H: -3.46964 -2.10989 -4.96602
H: -1.63221 -0.24272 -3.74478
H: -2.32327 0.79629 -2.50540
H: -1.01412 -1.58183 -1.91671
H: -2.60354 -2.21220 -2.19686

Gap between HOMO and LUMO, hartree: 0.3462
Molecular weight, g/mol: 414.02
Charge: 0
Structure (SMILES): CCCCCCNC(=O)[C@H](c1cc(C)cc(Cl)c1)N1CCC[S@@](=N)(=O)CC1
LUMO level, eV: 0.4
Relative energy (zero: lowest compared OMol25 entry of this formula, charge and spin), eV: 0.041
HOMO level, eV: -9.005
E_tot, eV: -53181.9629

Here are the Löwdin charges for atoms 1 to 4, given in e: -0.12, -0.28, -0.24, -0.23